Record 1
Below is a molecular structure, C15H23N2O3RuS in a non-equilibrium geometry, with properties calculated with wB97M-V/def2-TZVPD.

The geometry in ORCA input format:
```
! RIJCOSX wB97M-V def2-TZVPD def2/J DEFGRID3
* xyz 3 1
Ru 0.742 -0.456 -0.376
C 1.842 -3.140 -0.484
C 2.382 -2.576 0.815
N 1.535 -1.402 1.226
C 2.291 -0.404 2.053
C 3.386 0.269 1.224
S 2.833 0.581 -0.502
C 3.749 -0.679 -1.479
C 2.785 -1.560 -2.259
N 1.603 -2.016 -1.454
H 0.873 -3.611 -0.314
H 2.509 -3.890 -0.912
H 3.402 -2.220 0.712
H 2.378 -3.318 1.614
H 0.760 -1.757 1.789
H 2.715 -0.905 2.927
H 1.569 0.331 2.408
H 4.313 -0.300 1.183
H 3.630 1.238 1.656
H 4.405 -1.232 -0.810
H 4.385 -0.133 -2.175
H 3.312 -2.426 -2.668
H 2.377 -1.003 -3.104
H 0.924 -2.367 -2.129
C -2.957 5.522 -0.182
O -3.741 4.297 -0.232
C -3.229 3.111 -0.140
C -4.222 2.070 -0.119
C -3.872 0.724 -0.002
C -2.549 0.349 0.081
C -2.202 -1.084 0.172
C -3.245 -2.085 0.516
O -1.047 -1.486 -0.069
C -1.529 1.406 0.037
O -0.268 1.132 0.114
C -1.885 2.758 -0.079
H -3.557 6.217 0.396
H -2.840 5.867 -1.207
H -1.998 5.354 0.299
H -5.260 2.373 -0.190
H -4.663 -0.012 0.018
H -3.848 -1.756 1.363
H -2.779 -3.043 0.732
H -3.918 -2.220 -0.337
H -1.088 3.485 -0.111
*
```

Values from the calculation:
HOMO-LUMO gap (spin up / spin down) ... 0.1748 / 0.1662 Eh
LUMO energy (spin up / spin down) ... -13.700 / -13.732 eV
Electronic energy ... -38438.990 eV
Max |F| ... 0.021 hartree/bohr

Record 2
Below is 4 unconnected molecules or ions with the total composition C21H63BIN9O5P4 in a non-equilibrium geometry, with properties calculated with wB97M-V/def2-TZVPD.

The geometry in ORCA input format:
```
! RIJCOSX wB97M-V def2-TZVPD def2/J DEFGRID3
* xyz 0 1
C 7.745 3.456 -0.352
N 6.692 2.474 -0.218
C 7.075 1.108 -0.530
P 5.079 2.789 0.115
O 4.578 1.581 0.805
N 4.900 4.086 1.223
C 6.059 4.587 1.948
C 3.751 3.916 2.109
N 4.691 3.664 -1.248
C 4.827 2.994 -2.548
C 3.631 4.685 -1.219
H 8.404 3.200 -1.187
H 8.358 3.519 0.553
H 7.338 4.444 -0.567
H 6.942 0.880 -1.596
H 6.476 0.403 0.043
H 8.122 0.930 -0.278
H 6.634 3.796 2.446
H 5.714 5.286 2.712
H 6.726 5.150 1.299
H 3.952 3.232 2.941
H 2.895 3.520 1.564
H 3.467 4.892 2.512
H 5.471 3.582 -3.206
H 3.859 2.862 -3.035
H 5.275 2.008 -2.437
H 4.041 5.639 -0.893
H 2.805 4.423 -0.558
H 3.228 4.810 -2.223
C -4.817 -2.863 -1.035
N -4.858 -1.709 -1.912
C -6.152 -1.055 -2.014
P -3.607 -1.180 -2.880
O -3.747 0.282 -3.046
N -2.075 -1.368 -2.091
C -2.002 -1.672 -0.673
C -1.122 -0.318 -2.441
N -3.395 -2.495 -3.879
C -4.533 -2.904 -4.714
C -2.087 -2.790 -4.482
H -5.759 -3.417 -1.090
H -4.657 -2.573 0.008
H -4.029 -3.554 -1.330
H -6.774 -1.482 -2.811
H -6.028 0.009 -2.212
H -6.698 -1.160 -1.073
H -2.607 -0.997 -0.051
H -0.966 -1.599 -0.335
H -2.305 -2.697 -0.469
H -1.286 0.612 -1.883
H -1.181 -0.073 -3.501
H -0.117 -0.692 -2.235
H -4.765 -3.957 -4.539
H -4.325 -2.766 -5.776
H -5.423 -2.322 -4.476
H -1.486 -3.388 -3.800
H -1.522 -1.893 -4.735
H -2.238 -3.359 -5.398
C -3.686 1.535 5.215
N -3.705 0.250 4.548
C -2.398 -0.358 4.344
P -5.044 -0.490 3.894
O -4.816 -1.946 3.847
N -6.408 -0.247 4.917
C -6.237 0.267 6.269
C -7.327 -1.382 4.905
N -5.476 0.580 2.704
C -4.489 0.845 1.651
C -6.871 0.690 2.258
H -2.802 2.104 4.914
H -3.663 1.426 6.303
H -4.552 2.134 4.939
H -1.940 -0.049 3.396
H -2.479 -1.444 4.347
H -1.723 -0.070 5.152
H -5.483 -0.280 6.849
H -7.190 0.185 6.794
H -5.981 1.323 6.269
H -6.994 -2.207 5.544
H -7.440 -1.781 3.898
H -8.311 -1.045 5.243
H -4.299 1.918 1.574
H -4.825 0.483 0.676
H -3.539 0.355 1.862
H -7.414 1.393 2.889
H -7.400 -0.263 2.275
H -6.889 1.063 1.235
C 4.138 -1.418 -3.143
C 4.124 -2.082 -1.762
I 2.114 -2.819 -1.388
C 5.086 -3.265 -1.666
B 6.597 -2.884 -1.822
P 7.880 -3.796 -3.008
O 7.066 -3.591 -4.435
O 7.670 -5.380 -2.586
H 3.832 -0.372 -3.050
H 3.419 -1.879 -3.822
H 5.138 -1.448 -3.588
H 4.299 -1.332 -0.992
H 4.756 -4.048 -2.361
H 4.996 -3.698 -0.657
H 7.032 -1.949 -1.217
H 6.181 -3.979 -4.436
H 6.876 -5.580 -2.082
*
```

Values from the calculation:
HOMO-LUMO gap ... 0.2841 Eh
LUMO energy ... -0.576 eV
Electronic energy ... -92381.991 eV
Max |F| ... 0.070 hartree/bohr
ΔE to the lowest compared entry with this formula, charge and spin ... 0.00 kcal/mol

Record 3
Below is 6 unconnected molecules or ions with the total composition C43H74N2O14P in a non-equilibrium geometry, with properties calculated with wB97M-V/def2-TZVPD.

The geometry in ORCA input format:
```
! RIJCOSX wB97M-V def2-TZVPD def2/J DEFGRID3
* xyz 1 1
C -5.270 -1.578 3.211
C -4.531 -1.771 1.851
C -3.484 -0.638 1.620
C -4.122 0.445 0.680
C -3.568 0.224 -0.754
C -2.189 0.925 -0.861
C -1.579 0.639 -2.262
C -0.273 -0.188 -2.206
C 0.966 0.704 -1.989
C 1.195 0.960 -0.462
C 2.714 0.981 -0.132
C 2.942 1.730 1.204
N 3.527 3.100 1.083
C 4.356 3.476 2.080
C 4.936 4.723 2.127
C 4.637 5.619 1.079
C 5.249 7.004 1.176
O 6.415 7.175 1.306
O 4.369 8.063 1.134
P 3.231 8.060 2.396
O 2.011 7.029 1.931
O 2.542 9.536 2.171
C 3.791 5.244 0.030
C 3.404 6.156 -1.092
C 2.057 6.194 -1.481
C 1.774 7.117 -2.508
C 2.844 7.863 -3.012
N 4.124 7.794 -2.667
C 4.405 6.928 -1.693
C 3.258 3.939 0.082
H -6.298 -1.256 3.033
H -5.231 -2.515 3.778
H -4.777 -0.819 3.827
H -4.034 -2.746 1.785
H -5.278 -1.735 1.052
H -2.597 -1.044 1.116
H -3.162 -0.188 2.565
H -3.816 1.457 0.982
H -5.211 0.361 0.723
H -3.435 -0.857 -0.899
H -4.264 0.584 -1.518
H -1.572 0.517 -0.053
H -2.383 1.995 -0.724
H -1.375 1.572 -2.807
H -2.323 0.075 -2.839
H -0.347 -0.970 -1.442
H -0.162 -0.693 -3.177
H 0.873 1.681 -2.463
H 1.859 0.168 -2.336
H 0.764 1.921 -0.139
H 0.710 0.159 0.108
H 3.335 1.342 -0.958
H 3.018 -0.057 0.055
H 1.978 1.849 1.708
H 3.610 1.145 1.839
H 4.574 2.775 2.879
H 5.583 5.055 2.930
H 1.455 7.426 1.243
H 2.088 9.499 1.313
H 1.292 5.578 -1.021
H 0.762 7.259 -2.871
H 2.600 8.594 -3.786
H 5.446 6.847 -1.384
H 2.579 3.607 -0.708
O 2.704 3.174 -2.729
C 2.727 3.366 -3.925
O 3.631 2.714 -4.652
C 3.648 2.711 -6.089
C 4.381 3.916 -6.640
C 1.827 4.371 -4.589
H 2.637 2.617 -6.487
H 4.177 1.802 -6.371
H 3.888 4.849 -6.363
H 4.435 3.864 -7.727
H 5.394 3.958 -6.239
H 2.275 5.359 -4.498
H 0.867 4.365 -4.075
H 1.626 4.158 -5.635
O 0.388 -1.870 0.798
C 1.163 -2.406 1.547
O 2.434 -1.971 1.596
C 3.387 -2.421 2.576
C 4.064 -3.705 2.155
C 0.758 -3.607 2.363
H 2.920 -2.497 3.559
H 4.132 -1.627 2.647
H 3.344 -4.520 2.059
H 4.814 -3.992 2.879
H 4.541 -3.582 1.186
H 0.843 -4.499 1.744
H -0.280 -3.479 2.663
H 1.337 -3.740 3.273
O 6.855 -3.997 2.201
C 7.837 -3.508 2.694
O 7.715 -2.362 3.391
C 8.777 -1.795 4.168
C 9.694 -0.939 3.319
C 9.206 -4.101 2.474
H 9.317 -2.571 4.711
H 8.290 -1.174 4.918
H 10.189 -1.525 2.545
H 10.459 -0.469 3.938
H 9.122 -0.159 2.814
H 9.594 -3.749 1.519
H 9.107 -5.183 2.441
H 9.920 -3.872 3.262
O -6.467 -0.934 -1.394
C -6.703 -1.988 -1.924
O -7.794 -2.673 -1.563
C -8.261 -3.843 -2.252
C -7.571 -5.098 -1.761
C -5.745 -2.591 -2.923
H -8.177 -3.712 -3.333
H -9.326 -3.906 -2.030
H -6.495 -5.062 -1.954
H -7.979 -5.975 -2.251
H -7.700 -5.199 -0.695
H -4.956 -3.114 -2.383
H -5.304 -1.782 -3.503
H -6.212 -3.271 -3.631
O -8.430 -7.225 -0.329
C -9.244 -7.283 0.553
O -9.822 -6.144 0.975
C -10.927 -6.104 1.886
C -10.464 -6.157 3.327
C -9.565 -8.582 1.251
H -11.651 -6.885 1.651
H -11.424 -5.153 1.698
H -9.946 -7.090 3.548
H -11.314 -6.065 4.004
H -9.765 -5.346 3.528
H -8.818 -8.762 2.023
H -9.518 -9.383 0.517
H -10.559 -8.615 1.693
*
```

Values from the calculation:
HOMO-LUMO gap ... 0.2692 Eh
LUMO energy ... -3.714 eV
Electronic energy ... -86721.005 eV
Max |F| ... 0.037 hartree/bohr

Record 4
Below is a molecular structure, C29H54FNO12S5 in a non-equilibrium geometry, with properties calculated with wB97M-V/def2-TZVPD.

The geometry in ORCA input format:
```
! RIJCOSX wB97M-V def2-TZVPD def2/J DEFGRID3
* xyz 0 1
C 2.503 -0.444 -1.020
C 1.076 -0.480 -0.430
O 0.839 -0.870 0.717
N -0.006 0.154 -1.311
H -0.043 1.179 -1.328
H 0.259 -0.098 -2.361
C -1.445 -0.317 -1.176
H 2.842 0.383 -1.571
H 2.824 -1.279 -1.783
H 3.116 -0.461 -0.107
H -1.488 -1.301 -0.817
H -2.167 -0.260 -1.806
H -2.035 0.007 -0.212
O 1.008 -0.100 -3.756
H 1.391 -0.263 -4.617
F -1.936 -4.124 -1.805
C -0.747 -4.739 -1.854
C 0.415 -3.889 -1.899
C 1.687 -4.595 -1.899
C 1.724 -6.023 -2.054
C 0.607 -6.796 -2.034
C -0.657 -6.156 -1.909
H 0.614 -2.637 -2.103
H 2.491 -3.981 -1.572
H 2.684 -6.459 -1.905
H 0.714 -7.738 -1.865
H -1.597 -6.827 -1.860
C -4.136 -2.800 2.878
C -3.275 -3.086 1.598
C -1.879 -2.961 1.870
S -1.652 -3.346 3.571
O -0.966 -2.313 4.248
O -1.193 -4.666 3.658
C -3.350 -3.364 4.061
H -5.004 -3.234 2.713
H -4.148 -1.599 2.691
H -3.604 -2.345 0.549
H -3.648 -4.082 1.214
H -1.512 -1.956 1.812
H -1.238 -3.670 1.210
H -3.235 -2.664 4.904
H -3.512 -4.511 4.281
C 0.304 4.436 -3.973
C 1.670 4.453 -3.422
C 1.724 4.101 -2.152
S 0.035 3.834 -1.593
O -0.486 5.168 -1.258
O -0.121 2.692 -0.759
C -0.560 3.428 -3.194
H 0.268 4.211 -4.999
H -0.203 5.451 -3.837
H 2.090 5.557 -3.717
H 2.255 3.711 -3.789
H 2.097 4.789 -1.371
H 2.248 3.024 -2.054
H -1.583 3.433 -3.281
H -0.369 2.162 -3.291
C -5.302 0.231 4.880
C -6.001 1.460 4.235
C -5.296 1.939 3.161
S -3.593 1.501 3.318
O -2.895 2.742 3.508
O -3.218 0.617 2.220
C -3.777 0.519 4.754
H -5.524 -0.465 4.108
H -5.702 -0.230 5.737
H -5.904 2.180 5.140
H -6.989 1.186 4.305
H -5.584 3.069 3.296
H -5.751 1.534 2.269
H -3.610 1.084 5.580
H -3.222 -0.252 4.666
C 0.904 2.399 4.148
C 2.391 2.436 4.207
C 2.780 3.441 3.397
S 1.645 3.265 1.996
O 2.240 2.362 0.983
O 1.284 4.579 1.597
C 0.310 2.371 2.776
H 0.494 3.247 4.926
H 0.639 1.525 4.667
H 2.799 1.449 3.846
H 2.733 2.621 5.268
H 3.839 3.310 2.944
H 2.440 4.261 3.637
H 0.244 1.358 2.434
H -0.563 2.998 2.520
C 3.979 -1.540 -4.479
C 3.671 -0.267 -5.369
C 4.003 0.875 -4.630
S 5.378 0.595 -3.682
O 5.395 1.264 -2.414
O 6.523 0.847 -4.500
C 5.059 -1.160 -3.432
H 4.315 -2.113 -5.290
H 3.080 -1.780 -4.064
H 2.523 -0.528 -5.849
H 4.442 -0.508 -6.135
H 3.411 1.117 -3.811
H 4.099 1.604 -5.336
H 4.607 -1.155 -2.498
H 6.026 -1.719 -3.258
*
```

Values from the calculation:
HOMO-LUMO gap ... 0.3110 Eh
LUMO energy ... 0.158 eV
Electronic energy ... -113884.837 eV
Max |F| ... 0.224 hartree/bohr
ΔE to the lowest compared entry with this formula, charge and spin ... 39.87 kcal/mol

Record 5
Below is a molecular structure, C6H19F2NO7PS3Si2 in a non-equilibrium geometry, with properties calculated with wB97M-V/def2-TZVPD.

The geometry in ORCA input format:
```
! RIJCOSX wB97M-V def2-TZVPD def2/J DEFGRID3
* xyz -1 1
C 7.667 -0.896 0.557
C 6.167 -1.148 0.661
C 5.376 0.091 0.259
C 3.915 -0.235 0.216
O 3.126 0.963 0.019
Si 1.642 0.806 0.705
O 0.846 -0.501 0.028
Si -0.645 -0.827 0.639
O -1.696 0.389 0.335
C -2.777 0.560 1.267
C -3.678 -0.638 1.421
P -1.267 -2.692 -0.473
S -0.068 -4.205 -0.052
H 7.985 -0.990 -0.473
H 7.861 0.124 0.863
H 8.222 -1.573 1.187
H 5.903 -1.409 1.681
H 5.865 -1.983 0.037
H 5.725 0.416 -0.715
H 5.558 0.880 0.981
H 3.632 -0.716 1.150
H 3.709 -0.916 -0.601
H 1.822 0.522 2.144
H 0.838 2.021 0.538
H -0.601 -1.163 2.072
H -3.397 1.351 0.881
H -2.430 0.897 2.241
H -3.297 -1.395 2.100
H -3.948 -1.044 0.456
H -4.602 -0.276 1.852
H -2.587 -3.029 -0.142
H -1.239 -2.392 -1.847
N -5.249 2.327 -2.719
S -6.437 1.367 -3.150
O -7.717 1.990 -3.245
O -6.379 0.044 -2.616
F -6.001 1.178 -4.667
S -5.311 2.830 -1.233
O -4.406 3.907 -0.996
O -5.394 1.822 -0.219
F -6.733 3.541 -1.145
*
```

Values from the calculation:
HOMO-LUMO gap ... 0.3195 Eh
LUMO energy ... 2.333 eV
Electronic energy ... -85344.058 eV
Max |F| ... 0.024 hartree/bohr

> Among the records above, which one has the lowest max |F|?

C15H23N2O3RuS

> Which value of max |F| does entry 3 give?

0.037 hartree/bohr

> Which of these has the highest electronic energy?

C15H23N2O3RuS

> Number 5 is which compound?

C6H19F2NO7PS3Si2